1.
The following is a quantum chemistry calculation of 11 unconnected molecules or ions with the total composition C34H46N10O8S at a distorted geometry, from OMol25.

The calculation puts the relative energy (zero: lowest compared OMol25 entry of this formula, charge and spin) at 0.00 kJ/mol. Its lowest unoccupied orbital energy is 4.336 eV. Its charge is -2.

Each line ends with the Löwdin charge.
Positions of all 99 atoms, in Å:
S: -0.3950 -0.2142 0.1147  0.358
O: -1.4151 0.8588 -0.3209  -0.368
O: 0.7223 0.5321 0.7464  -0.358
O: -0.8940 -1.1737 1.1045  -0.348
O: 0.1305 -0.9001 -0.9763  -0.315
N: -0.8579 -1.4927 -3.3745  -0.014
C: -0.9607 -0.5908 -4.3373  -0.131
C: -1.6430 -1.2860 -5.4709  -0.133
C: -1.8952 -2.6456 -5.1138  -0.132
C: -1.2757 -2.8028 -3.7301  -0.089
H: -0.3646 -1.1771 -2.5985  0.032
H: -0.8669 0.5146 -4.1434  0.109
H: -1.9820 -0.9976 -6.4999  0.078
H: -2.1996 -3.5871 -5.7750  0.106
H: -1.1329 -3.5856 -2.9661  0.084
N: 0.6972 2.7782 1.7819  -0.015
C: 1.5378 3.2608 2.8509  -0.106
C: 1.2065 4.7109 3.1000  -0.087
C: 0.3266 5.0995 1.8670  -0.098
C: 0.0215 3.8408 1.1825  -0.158
H: 0.7070 1.8667 1.1932  0.027
H: 2.1340 2.5869 3.3836  0.053
H: 1.4926 5.1804 4.0530  0.046
H: -0.2049 6.0939 1.5498  0.088
H: -0.7159 3.8100 0.5081  0.039
N: -3.8304 1.4717 0.0037  -0.041
C: -4.2069 2.7822 -0.2999  -0.123
C: -5.6881 2.9435 0.2510  -0.088
C: -6.0400 1.5142 0.5556  -0.149
C: -4.8378 0.6583 0.6040  -0.089
H: -2.7887 1.1680 -0.1310  0.044
H: -3.5128 3.5376 -0.6859  0.072
H: -6.3497 3.9602 0.1308  0.094
H: -6.9378 1.2730 1.0050  0.022
H: -4.6187 -0.3672 0.8968  0.086
N: 2.8157 -2.6703 -1.7842  -0.032
C: 3.1268 -3.5604 -2.8291  -0.180
C: 4.5545 -3.5569 -3.1194  -0.128
C: 5.1526 -2.5127 -2.1508  -0.105
C: 3.9791 -1.9000 -1.5030  -0.139
H: 1.8123 -2.3389 -1.3808  0.180
H: 2.1774 -3.9951 -3.2529  0.100
H: 5.1322 -4.1755 -3.9108  0.086
H: 6.3505 -2.2063 -2.1153  0.124
H: 3.9068 -1.2705 -0.6031  0.071
N: 3.8959 0.0295 1.4996  -0.065
C: 4.5363 1.0017 0.7361  -0.122
C: 6.0095 0.8849 1.0086  -0.095
C: 6.1640 -0.2666 1.9669  -0.072
C: 4.7379 -0.8357 2.1724  -0.109
H: 2.8898 -0.0560 1.2897  0.105
H: 3.8068 1.5694 0.0534  0.126
H: 6.9220 1.2445 0.3924  0.090
H: 6.9076 -0.7311 2.4018  -0.013
H: 4.4466 -1.6667 2.9157  0.108
N: 0.7888 -2.4466 3.5491  -0.027
C: 0.4727 -3.3404 4.4795  -0.170
C: 1.2972 -3.1143 5.7322  -0.120
C: 2.0209 -1.8825 5.4446  -0.110
C: 1.5996 -1.3559 4.0231  -0.054
H: 0.4596 -2.3686 2.5730  0.131
H: -0.0799 -4.3069 4.3791  0.104
H: 1.1792 -3.5258 6.8028  0.091
H: 2.8658 -1.4989 6.0122  0.054
H: 1.7185 -0.3934 3.4474  0.093
N: -1.1713 2.5132 -2.3045  -0.084
C: -2.2264 2.8030 -3.1331  -0.109
C: -1.5308 3.6489 -4.2980  -0.068
C: -0.1001 3.8302 -3.8752  -0.104
C: 0.0461 3.0197 -2.6135  -0.171
H: -1.4056 1.8907 -1.2921  0.124
H: -3.2268 2.4039 -3.0642  0.077
H: -2.0065 3.8616 -5.1823  0.004
H: 0.7251 4.2094 -4.4930  0.060
H: 0.9064 2.7867 -1.9048  0.120
N: -2.7456 -2.8100 1.5161  -0.013
C: -3.3355 -3.2010 2.7561  -0.102
C: -4.4787 -4.0526 2.3868  -0.126
C: -4.4464 -4.1625 0.8785  -0.179
C: -3.4158 -3.3590 0.3479  -0.124
H: -1.9985 -2.2507 1.4710  -0.041
H: -3.0377 -2.7646 3.6747  0.077
H: -5.2613 -4.4997 3.2266  0.114
H: -4.9679 -4.7668 0.0349  0.092
H: -2.9738 -2.9192 -0.7691  0.176
C: 1.9580 0.7317 -4.0304  0.035
N: 3.2554 1.4003 -3.8674  -0.434
O: 3.5076 1.9637 -2.8308  0.060
O: 3.9521 1.4866 -4.8422  0.057
H: 2.2334 -0.1481 -4.4020  0.062
H: 1.3077 1.2681 -4.6638  0.085
H: 1.4988 0.6319 -3.1163  0.055
C: -1.8005 1.1665 3.2142  0.060
N: -2.9461 1.2282 4.1330  -0.407
O: -4.0224 1.5935 3.7707  0.083
O: -2.8125 0.6597 5.2622  -0.014
H: -1.7530 1.8933 2.5091  0.055
H: -1.7469 0.1746 2.9363  0.067
H: -0.9890 1.3933 3.8752  0.098

Forces on atoms 1 to 6 (eV/Å):
-0.3 3.0 3.7
1.5 -2.2 1.0
0.4 -0.5 -0.1
-0.2 1.0 -0.1
1.6 -2.5 -4.5
-0.8 -2.6 -2.2

2.
The following is a quantum chemistry calculation of a molecular structure, C6H10N2O2 at a distorted geometry, from OMol25.

The calculation puts the relative energy (zero: lowest compared OMol25 entry of this formula, charge and spin) at 358.71 kJ/mol. Its lowest unoccupied orbital energy is 0.498 eV. Its charge is 0.

Each line ends with the Löwdin charge.
Positions of all 20 atoms, in Å:
O: -1.4573 1.8376 -0.2767  0.114
C: -1.7311 0.7350 0.1212  -0.363
C: -3.0224 0.0393 0.5159  -0.080
C: -2.3151 -1.2972 0.1671  -0.106
C: -0.9361 -0.5698 0.2015  -0.275
N: 0.0907 -0.8166 -0.7655  -0.020
C: 1.3708 -1.2591 -0.2702  -0.153
C: 2.1740 -0.1276 0.3411  -0.495
N: 2.1619 1.0822 -0.1552  0.108
H: -3.2213 0.1505 1.5917  0.123
H: -3.9153 0.3268 -0.0529  0.119
H: -2.4401 -2.1272 0.8709  0.107
H: -2.5603 -1.6316 -0.8492  0.114
H: -0.5291 -0.6390 1.2257  0.166
H: -0.2361 -1.3686 -1.5475  0.125
H: 1.3092 -2.0396 0.5099  0.124
H: 1.9462 -1.6784 -1.1081  0.141
O: 3.4368 -0.3998 0.5725  -0.057
H: 1.2359 1.3289 -0.5018  0.047
H: 3.6973 0.7436 0.1358  0.262

Forces on atoms 1 to 6 (eV/Å):
-0.2 -0.8 0.3
0.3 1.0 -0.3
-0.4 0.0 0.1
0.0 -0.3 0.0
0.0 -0.1 0.3
-0.1 -0.1 0.0

Number 1: orbital gap 7.48 eV. Number 2: orbital gap 9.68 eV.